(1)
Entry from OMol25: a molecular structure, C12H9CdN7S (the ωB97M-V functional and the def2-TZVPD basis).

Geometry (Å):
Cd (-0.48613, 0.63569, 1.47012)
C (3.08744, -1.36332, -0.51567)
C (1.90895, -0.54223, -0.11016)
N (1.27035, -0.69122, 0.98273)
N (1.64266, -1.62826, 1.89589)
C (1.19012, -1.35679, 3.10666)
N (1.46170, -2.29556, 4.03315)
S (0.33068, 0.05622, 3.72358)
C (1.41187, 0.57072, -0.98686)
C (1.93912, 0.75320, -2.25555)
C (1.49154, 1.80420, -3.04007)
C (0.52723, 2.65851, -2.53974)
C (0.04085, 2.41406, -1.26906)
N (0.46549, 1.40490, -0.51018)
H (3.44063, -1.92594, 0.34256)
H (3.89384, -0.73747, -0.89901)
H (2.81163, -2.07298, -1.29990)
H (1.90565, -3.14813, 3.73882)
H (1.09583, -2.20808, 4.96245)
H (2.68712, 0.06953, -2.62942)
H (1.89220, 1.94885, -4.03477)
H (0.14697, 3.49050, -3.11396)
H (-0.72797, 3.04527, -0.84231)
N (-2.43465, -0.07450, 0.92001)
C (-3.51309, -0.09558, 0.48638)
C (-4.79286, -0.13471, -0.02831)
C (-4.94891, -0.28755, -1.43555)
N (-5.04078, -0.41663, -2.57785)
C (-5.90348, 0.00757, 0.85129)
N (-6.79399, 0.11970, 1.57472)

Frontier orbital gap in Eh: 0.2546

Mulliken atomic charge list, values in e, 4 entries: 0.66, -1.39, 0.67, 0.40

(2)
Entry from OMol25: a molecular structure, C40H47N4P2RuSe2Si2Te (the ωB97M-V functional and the def2-TZVPD basis).

Geometry (Å):
Ru (-0.27888, 1.25432, 1.00968)
Se (6.83187, 0.14673, -0.20442)
P (5.52381, 0.34530, 1.40646)
C (5.68664, 1.95932, 2.21024)
C (4.64964, 2.88311, 2.28345)
C (4.86879, 4.14158, 2.83498)
C (6.12318, 4.48539, 3.31724)
C (7.17125, 3.57666, 3.21996)
C (6.95790, 2.32843, 2.65649)
C (5.73413, -0.95393, 2.64760)
C (5.07138, -2.16216, 2.44220)
C (5.29271, -3.23871, 3.29152)
C (6.17670, -3.11616, 4.35377)
C (6.84764, -1.91608, 4.55955)
C (6.63320, -0.84220, 3.70803)
C (3.72940, 0.23616, 0.99137)
C (2.54842, 0.34380, 1.69556)
N (1.55455, 0.42346, 0.75656)
N (2.11733, 0.38603, -0.46822)
N (3.40063, 0.27078, -0.33623)
P (2.01449, 0.15370, 3.39284)
Se (-0.14569, 0.51286, 3.39361)
C (2.88912, 1.25124, 4.49075)
C (2.30280, 2.43633, 4.93531)
C (3.03353, 3.29842, 5.74058)
C (4.34033, 2.98374, 6.09172)
C (4.92485, 1.80462, 5.64755)
C (4.20102, 0.93275, 4.85249)
C (2.29950, -1.53491, 3.89088)
C (2.65334, -1.85904, 5.19808)
C (2.76325, -3.19375, 5.56537)
C (2.50756, -4.19105, 4.63618)
C (2.13858, -3.86581, 3.33338)
C (2.03074, -2.53887, 2.95852)
H (3.66836, 2.63851, 1.89583)
H (4.05541, 4.85673, 2.87891)
H (6.29192, 5.46590, 3.74749)
H (8.16307, 3.84984, 3.55865)
H (7.79651, 1.66118, 2.50621)
H (4.40160, -2.27318, 1.59795)
H (4.77943, -4.17586, 3.11654)
H (6.35365, -3.95692, 5.01408)
H (7.54978, -1.81981, 5.37900)
H (7.16062, 0.08413, 3.88607)
H (1.28729, 2.68039, 4.65799)
H (2.58104, 4.21734, 6.09309)
H (4.90847, 3.66091, 6.71778)
H (5.94576, 1.56071, 5.91968)
H (4.66185, 0.01702, 4.50702)
H (2.83691, -1.08357, 5.92944)
H (3.04326, -3.45072, 6.57951)
H (2.59286, -5.23033, 4.92727)
H (1.93452, -4.64749, 2.61233)
H (1.74014, -2.28346, 1.94529)
C (-4.66804, 3.13063, 3.42563)
Si (-3.93573, 2.47413, 1.86054)
C (-5.10082, 2.75667, 0.45756)
C (-2.32786, 3.37170, 1.46910)
C (-3.57963, 0.64946, 2.15853)
Te (-2.43484, -0.38304, 0.67208)
C (-4.01715, -0.42140, -0.77619)
Si (-5.11000, -1.96171, -0.61751)
C (-6.58356, -1.68253, -1.69643)
C (-5.66437, -2.24267, 1.12997)
C (-4.09028, -3.39958, -1.18575)
H (-4.90526, 4.19362, 3.30585)
H (-3.97700, 3.03087, 4.26861)
H (-5.59680, 2.61100, 3.68504)
H (-5.39066, 3.81308, 0.45629)
H (-6.01750, 2.16778, 0.57244)
H (-4.65980, 2.53593, -0.51731)
H (-2.25837, 4.34294, 1.96866)
H (-2.19809, 3.52726, 0.40022)
H (-1.46303, 2.81324, 1.85784)
H (-4.50641, 0.07750, 2.25550)
H (-3.03387, 0.53018, 3.09647)
H (-3.54634, -0.43481, -1.76419)
H (-4.55810, 0.51572, -0.66880)
H (-7.16428, -0.82098, -1.34909)
H (-7.23975, -2.56086, -1.67178)
H (-6.29953, -1.50554, -2.73949)
H (-6.34923, -1.46312, 1.48147)
H (-4.83013, -2.31837, 1.83390)
H (-6.20602, -3.19400, 1.16516)
H (-3.91033, -3.36118, -2.26543)
H (-4.58968, -4.34706, -0.96098)
H (-3.11904, -3.41327, -0.68078)
N (-0.05987, 2.24976, -0.57723)
C (0.47592, 2.74977, -1.68610)
C (0.89272, 4.10881, -1.71816)
C (1.42021, 4.63600, -2.87386)
C (1.55538, 3.83587, -4.01180)
C (1.16130, 2.49570, -3.98821)
C (0.62262, 1.94800, -2.84984)
H (0.78403, 4.70571, -0.82182)
H (1.74076, 5.66956, -2.89744)
H (1.97180, 4.25661, -4.91732)
H (1.29015, 1.87958, -4.86843)
H (0.33850, 0.90662, -2.79882)

Energy above the lowest of the compared OMol25 structures with the same formula, charge and spin in kJ/mol: 0.0
Frontier orbital gap (spin up / spin down) in Eh: 0.2397 / 0.1976
2S+1: 5
Total charge: +1
Expectation value of S²: 6.075

Mulliken atomic charge list, values in e, 4 entries: 0.32, -0.34, -0.25, 0.65

(3)
Entry from OMol25: a molecular structure, C3H2NO2S at a distorted geometry (the ωB97M-V functional and the def2-TZVPD basis).

Geometry (Å):
C (0.03645, -1.01279, -0.32819)
C (-1.32934, -0.51185, 0.02289)
C (1.18474, 1.04108, 0.23038)
N (1.10785, -0.38905, -0.35940)
O (1.55421, 1.99366, -0.39572)
O (-2.35522, -1.14788, -0.11597)
S (-1.23040, 1.12136, 0.53127)
H (-0.07294, -2.08091, -0.83767)
H (1.10465, 0.98638, 1.25241)

Energy above the lowest of the compared OMol25 structures with the same formula, charge and spin in kJ/mol: 98.7
Frontier orbital gap in Eh: 0.2886
Total charge: -1

Mulliken atomic charge list, values in e, 4 entries: 0.04, 0.45, -0.01, -0.51

(4)
Entry from OMol25: a molecular structure, C18H51AsN4RuSbSi2 at a distorted geometry (the ωB97M-V functional and the def2-TZVPD basis).

Geometry (Å):
Ru (1.00543, -0.24417, -0.06688)
N (2.33563, 1.20723, -1.56168)
C (3.09083, 0.42443, -2.55318)
C (2.24113, -0.76437, -3.00248)
N (1.89333, -1.65567, -1.88128)
C (0.86033, -2.60887, -2.31378)
C (0.21383, -3.34757, -1.14468)
N (-0.44517, -2.37597, -0.25698)
C (3.09173, -2.36697, -1.38288)
C (3.21713, -2.30057, 0.13982)
N (3.11133, -0.90787, 0.60202)
H (1.67453, 1.80653, -2.05928)
H (2.96653, 1.83213, -1.05878)
H (4.03093, 0.08043, -2.11598)
H (3.35893, 1.02133, -3.43328)
H (2.76863, -1.32237, -3.78728)
H (1.30333, -0.37717, -3.41178)
H (1.28233, -3.33987, -3.01558)
H (0.08033, -2.04687, -2.83178)
H (0.96263, -3.89677, -0.57658)
H (-0.49597, -4.07917, -1.54728)
H (-0.65847, -2.82187, 0.63572)
H (-1.34927, -2.11777, -0.66188)
H (3.98803, -1.92337, -1.82178)
H (3.07383, -3.41627, -1.69438)
H (4.17533, -2.74937, 0.42852)
H (2.41773, -2.87437, 0.62162)
H (3.84983, -0.35587, 0.15612)
H (3.32433, -0.88587, 1.60222)
C (-1.30537, -0.25367, 4.97082)
C (-1.27827, 0.29893, 3.55962)
Sb (0.60623, -0.07077, 2.52292)
C (2.02683, 1.40403, 3.31792)
C (1.74613, 1.81653, 4.74522)
C (1.24823, -1.95807, 3.45522)
C (1.95893, -1.82687, 4.78662)
H (-2.28457, -0.06127, 5.40742)
H (-0.56697, 0.22723, 5.60672)
H (-1.15377, -1.33207, 4.98602)
H (-1.43607, 1.37853, 3.55922)
H (-2.05607, -0.17427, 2.95982)
H (1.99043, 2.26623, 2.64792)
H (3.01493, 0.94523, 3.24302)
H (0.77123, 2.28613, 4.85332)
H (2.49353, 2.54933, 5.04962)
H (1.82193, 0.97633, 5.43082)
H (1.88343, -2.47617, 2.73382)
H (0.33173, -2.53787, 3.56972)
H (2.87363, -1.23817, 4.72052)
H (2.23783, -2.82607, 5.12032)
H (1.30953, -1.39937, 5.54602)
C (-4.51087, 0.33733, -1.57358)
Si (-3.71147, 1.45933, -0.25528)
C (-3.95917, 3.33503, -0.37898)
C (-4.08857, 0.84413, 1.50122)
As (-0.89287, 1.01393, -0.64928)
Si (-1.26717, 1.67523, -3.46828)
C (0.35863, 2.42413, -4.14508)
C (-1.78947, -0.02847, -4.15088)
C (-2.59367, 3.02133, -3.62758)
H (-5.55907, 0.21273, -1.30448)
H (-4.07237, -0.65707, -1.61518)
H (-4.49607, 0.76463, -2.57148)
H (-4.99997, 3.54793, -0.14168)
H (-3.77067, 3.75153, -1.35998)
H (-3.35197, 3.87633, 0.34132)
H (-5.15517, 0.97433, 1.67652)
H (-3.57657, 1.43023, 2.25872)
H (-3.87477, -0.21127, 1.64752)
H (1.17623, 1.72983, -4.31108)
H (0.70933, 3.25363, -3.53488)
H (0.11993, 2.85073, -5.11888)
H (-1.30657, -0.86967, -3.66278)
H (-1.55667, -0.08007, -5.21178)
H (-2.86257, -0.16817, -4.05718)
H (-2.35307, 3.90743, -3.04758)
H (-3.59167, 2.68723, -3.36758)
H (-2.62637, 3.33053, -4.67108)

Frontier orbital gap (spin up / spin down) in Eh: 0.2188 / 0.2188
Total charge: +3

Mulliken atomic charge list, values in e, 4 entries: 0.23, -0.17, -0.87, -0.26

no.,DFT total energy (Ha)
1,-1411.8916
2,-8198.7155
3,-718.9705
4,-4084.3983